(1)
C10H20F6NaO10S2 | the ωB97M-V functional and the def2-TZVPD basis

Last column: natural (NBO) charge in e.
Cartesian coordinates (Å):
Na 0.19 -0.43 -0.07  0.884
C 0.59 3.77 -1.88  0.669
F 1.00 4.58 -2.86  -0.331
F 0.21 4.57 -0.86  -0.338
F -0.51 3.14 -2.31  -0.346
S 1.93 2.60 -1.36  2.374
O 1.16 1.64 -0.57  -1.057
O 2.41 2.10 -2.61  -0.983
O 2.81 3.45 -0.61  -0.957
C 4.14 -2.41 2.00  0.672
F 5.48 -2.48 2.08  -0.334
F 3.72 -3.56 1.42  -0.338
F 3.65 -2.39 3.25  -0.339
S 3.57 -0.92 1.05  2.369
O 2.27 -1.41 0.59  -1.059
O 3.49 0.09 2.08  -0.983
O 4.56 -0.72 0.05  -0.961
C 0.38 -0.59 3.34  -0.244
O -0.09 0.09 2.21  -0.565
C -0.60 1.38 2.47  -0.070
C -1.55 1.87 1.35  -0.082
O -1.99 0.87 0.46  -0.555
C -2.75 1.45 -0.58  -0.250
H 0.68 -1.58 3.02  0.205
H -0.43 -0.70 4.08  0.145
H 1.23 -0.08 3.80  0.200
H 0.21 2.11 2.53  0.198
H -1.11 1.33 3.44  0.154
H -1.07 2.68 0.81  0.193
H -2.43 2.29 1.87  0.153
H -3.16 0.63 -1.17  0.183
H -2.09 2.05 -1.22  0.201
H -3.52 2.11 -0.18  0.158
C 0.01 -0.13 -3.40  -0.263
O -0.84 -0.55 -2.38  -0.553
C -1.31 -1.86 -2.54  -0.081
C -2.19 -2.32 -1.43  -0.075
O -1.52 -2.14 -0.20  -0.553
C -2.20 -2.62 0.91  -0.244
H 0.93 -0.72 -3.47  0.183
H 0.32 0.90 -3.22  0.238
H -0.48 -0.13 -4.39  0.153
H -0.50 -2.57 -2.75  0.180
H -1.89 -1.93 -3.49  0.167
H -2.35 -3.40 -1.59  0.173
H -3.17 -1.84 -1.39  0.172
H -1.56 -2.57 1.79  0.204
H -2.54 -3.66 0.77  0.159
H -3.09 -2.01 1.15  0.169

* strongest force on any atom: 2.01 eV/A
* lowest unoccupied orbital energy: 1.7 eV
* calculated total energy: -73564.460 eV
* net charge: -1
* HOMO-LUMO gap: 8.0 eV

---

(2)
C24H43BiN2OP3 | the ωB97M-V functional and the def2-TZVPD basis

Last column: Mulliken charge in e.
Cartesian coordinates (Å):
Bi -0.69 -0.46 0.95  1.546
P -0.60 0.36 3.64  0.682
P -2.58 1.55 -0.23  0.775
P 0.89 2.08 0.44  0.702
H 0.72 -2.53 -0.40  0.488
C 1.04 -1.75 0.31  -0.114
C 0.73 -2.00 1.71  -1.021
H 0.16 -2.91 1.95  0.432
C -1.16 -0.84 4.89  -1.181
C -1.65 1.83 3.89  -1.059
C 1.06 0.85 4.21  -1.208
C -2.40 1.26 -2.03  -1.304
C -4.19 0.76 0.12  -1.130
C -2.94 3.33 -0.10  -1.173
C 2.64 1.73 0.85  -0.708
C 0.67 3.77 1.13  -1.409
C 1.10 2.47 -1.34  -1.358
H 1.95 -1.21 0.04  0.135
H 1.41 -1.65 2.49  0.473
H -0.81 -1.85 4.61  0.371
H -2.26 -0.85 4.92  0.410
H -0.76 -0.57 5.87  0.458
H -2.68 1.59 3.62  0.383
H -1.30 2.67 3.27  0.225
H -1.62 2.12 4.95  0.448
H 1.81 0.14 3.83  0.324
H 1.07 0.83 5.31  0.551
H 1.31 1.86 3.86  0.320
H -3.09 1.92 -2.57  0.508
H -2.62 0.21 -2.27  0.336
H -1.37 1.48 -2.35  0.229
H -4.99 1.50 0.03  0.475
H -4.19 0.36 1.14  0.262
H -4.37 -0.07 -0.57  0.312
H -3.20 3.74 -1.08  0.414
H -2.06 3.86 0.30  0.084
H -3.78 3.49 0.59  0.480
H 3.23 2.65 0.72  0.550
H 3.02 0.96 0.16  -0.318
H 2.74 1.39 1.89  0.316
H 1.63 4.31 1.07  0.490
H 0.36 3.72 2.18  0.301
H -0.08 4.33 0.55  0.402
H 1.86 3.26 -1.44  0.479
H 0.15 2.83 -1.77  0.404
H 1.45 1.58 -1.88  0.326
C 4.41 -0.36 -2.30  0.556
C 4.77 -0.80 -3.72  -0.503
C 6.05 -0.19 -4.15  -0.510
C 7.01 0.13 -3.23  -0.341
C 6.76 0.03 -1.83  -0.371
C 5.49 -0.22 -1.36  -0.371
O 3.23 -0.02 -2.16  -0.573
H 3.85 -0.47 -4.23  0.273
H 4.84 -1.90 -3.75  0.309
H 6.21 -0.11 -5.22  0.412
H 8.01 0.45 -3.54  0.387
H 7.57 0.20 -1.11  0.395
H 5.22 -0.19 -0.30  0.373
N -4.29 -3.60 0.34  -0.049
C -3.51 -2.79 1.08  -0.775
N -2.48 -2.33 0.36  -0.109
C -2.59 -2.90 -0.91  0.506
C -1.85 -2.67 -2.08  -0.343
C -2.33 -3.25 -3.27  -0.873
C -3.49 -4.03 -3.29  -0.544
C -4.22 -4.27 -2.11  -0.840
C -3.73 -3.70 -0.95  0.512
H -5.13 -4.08 0.65  0.253
H -3.71 -2.58 2.13  0.483
H -0.95 -2.06 -2.02  0.366
H -1.79 -3.08 -4.21  0.436
H -3.82 -4.47 -4.23  0.409
H -5.14 -4.85 -2.07  0.419

* strongest force on any atom: 6.65 eV/A
* lowest unoccupied orbital energy (alpha / beta): -11.8 / -11.8 eV
* calculated total energy: -64290.819 eV
* net charge: +3
* HOMO-LUMO gap (alpha / beta): 2.9 / 3.0 eV

---

(3)
C22H40BBrNO3 | the ωB97M-V functional and the def2-TZVPD basis

Last column: natural (NBO) charge in e.
Cartesian coordinates (Å):
C -0.79 4.93 -2.99  -0.632
C -0.46 3.67 -2.19  -0.036
O -0.31 2.58 -3.04  -0.716
B 0.39 1.35 -2.50  0.564
C -0.14 1.00 -0.98  -0.685
C 0.16 -0.43 -0.48  -0.394
C -1.01 -1.09 0.25  -0.388
C -1.35 -0.42 1.59  -0.410
C -0.71 -1.00 2.86  -0.389
C 0.74 -1.51 2.74  -0.400
C 1.79 -0.39 2.60  -0.454
C 2.78 -0.40 3.76  -0.048
O 3.57 0.77 3.85  -0.548
C 4.29 1.06 2.67  -0.255
C 2.01 1.71 -2.57  -0.699
C 2.97 1.36 -1.43  -0.155
C 4.22 2.25 -1.35  -0.643
Br 3.57 -0.52 -1.53  -0.110
C -0.09 0.14 -3.49  0.060
C 0.79 -0.76 -4.12  -0.264
C 0.33 -1.80 -4.89  -0.193
C -1.03 -1.96 -5.06  -0.306
C -1.85 -1.04 -4.42  0.027
N -1.42 -0.04 -3.66  -0.438
H -1.76 5.35 -2.72  0.187
H -0.04 5.72 -2.84  0.185
H -0.80 4.68 -4.05  0.222
H -1.27 3.48 -1.46  0.143
H 0.46 3.84 -1.60  0.130
H 0.24 1.72 -0.25  0.180
H -1.23 1.14 -1.00  0.212
H 0.48 -1.07 -1.30  0.205
H 1.01 -0.39 0.20  0.183
H -1.88 -1.06 -0.40  0.205
H -0.79 -2.15 0.42  0.184
H -1.14 0.66 1.52  0.200
H -2.44 -0.49 1.73  0.205
H -1.34 -1.81 3.22  0.206
H -0.70 -0.22 3.63  0.183
H 0.96 -2.09 3.65  0.187
H 0.83 -2.21 1.91  0.211
H 1.31 0.59 2.56  0.208
H 2.33 -0.50 1.66  0.220
H 3.44 -1.28 3.69  0.152
H 2.24 -0.46 4.71  0.175
H 5.12 1.71 2.94  0.181
H 3.66 1.57 1.93  0.174
H 4.70 0.15 2.20  0.170
H 2.03 2.81 -2.57  0.215
H 2.50 1.42 -3.51  0.200
H 2.43 1.41 -0.48  0.201
H 4.09 2.98 -0.54  0.204
H 5.12 1.69 -1.13  0.213
H 4.34 2.80 -2.28  0.210
H 1.85 -0.63 -3.98  0.211
H 1.02 -2.48 -5.37  0.192
H -1.45 -2.76 -5.66  0.195
H -2.93 -1.13 -4.51  0.163
C -4.98 -2.30 4.28  -0.721
C -4.55 -3.11 3.08  0.591
O -3.55 -2.84 2.46  -0.522
C -5.45 -4.26 2.69  -0.720
H -4.26 -1.50 4.46  0.241
H -5.97 -1.87 4.12  0.225
H -5.04 -2.94 5.17  0.222
H -6.45 -3.90 2.47  0.225
H -5.52 -4.97 3.52  0.222
H -5.04 -4.76 1.81  0.238

* strongest force on any atom: 0.53 eV/A
* lowest unoccupied orbital energy: 2.3 eV
* calculated total energy: -101816.142 eV
* net charge: -1
* HOMO-LUMO gap: 6.9 eV